1.
A molecular structure, C19H18FeNaO2 at a distorted geometry. Source: OMol25; level of theory: ωB97M-V/def2-TZVPD.

LUMO level, eV: -4.3
Energy relative to the best compared isomer or geometry (same formula, charge and spin), kcal per mole: 38.8
HOMO-LUMO gap, eV: 3.9539
Molar mass, g/mol: 357.2

```
! wB97M-V def2-TZVPD RIJCOSX def2/J DEFGRID3
* xyz 1 1
C -0.55519 -0.95973 -1.19393
C 0.71931 -1.05051 -0.44967
C 1.57342 0.03954 -0.12978
Fe 2.68344 -0.00531 -1.87704
C 2.56045 1.82667 -1.80661
O 2.28455 2.95664 -1.82381
C 1.43136 0.18600 -3.28452
O 0.74268 0.42747 -4.20300
C 4.54935 -0.22625 -1.18157
C 4.51930 0.32273 -2.51498
C 3.86308 -0.63057 -3.36605
C 3.51371 -1.76714 -2.55813
C 3.92152 -1.50798 -1.21921
H -1.37544 -1.39973 -0.59839
H -0.82562 0.05238 -1.54711
H -0.47619 -1.55208 -2.11439
H 1.05512 -2.07082 -0.26843
H 1.12153 1.05227 0.03760
H 2.39182 -0.15608 0.58375
H 5.00322 0.23163 -0.30094
H 4.94814 1.27167 -2.83356
H 3.74172 -0.55088 -4.44564
H 3.07261 -2.70167 -2.91134
H 3.83941 -2.21149 -0.38579
C -4.55391 1.15500 0.88920
Na -2.14060 -1.91698 2.29925
C -3.47364 1.13827 -0.03766
C -2.26661 0.84962 0.65706
C -2.60846 0.76559 2.05334
C -4.03753 0.83405 2.18084
C -4.60870 0.48123 3.40133
C -3.77357 0.06976 4.44289
C -2.37467 0.13468 4.34240
C -1.76469 0.52855 3.15173
H -5.60887 1.29710 0.68885
H -3.56501 1.31392 -1.12291
H -1.21670 0.93835 0.34234
H -5.68927 0.54123 3.50726
H -4.20395 -0.22855 5.40843
H -1.73859 -0.10556 5.18912
H -0.67853 0.62700 2.99905
*
```

Atomic partial charges in e from the Mulliken method, atoms 1 to 2: number 1, C, carries -1.649; number 2, C, carries 0.334



2.
A gas-phase ion, C4H8NO2 (charge -1) at a distorted geometry. Source: OMol25; level of theory: ωB97M-V/def2-TZVPD.

LUMO level, eV: 3.7
Energy relative to the best compared isomer or geometry (same formula, charge and spin), kcal per mole: 25.7
HOMO-LUMO gap, eV: 7.4580
Molar mass, g/mol: 102.1
Structure (SMILES): CCNCC(=O)[O-]

```
! wB97M-V def2-TZVPD RIJCOSX def2/J DEFGRID3
* xyz -1 1
C -0.14430 0.26529 2.19922
C -0.81958 0.11319 0.83712
N 0.08318 -0.60720 -0.06729
C -0.16137 -0.40078 -1.46909
C 1.06461 0.14097 -2.26697
O 2.18880 -0.07058 -1.76674
O 0.75760 0.56299 -3.40939
H 0.52789 -0.47605 2.66915
H -0.88920 0.34204 3.01499
H 0.59048 1.08450 2.28958
H -1.68622 -0.50788 1.03014
H -0.98772 1.11499 0.40446
H 1.05827 -0.46373 0.15091
H -1.04175 0.22675 -1.67466
H -0.54069 -1.32451 -1.94143
*
```

Atomic partial charges in e from the Mulliken method, atoms 1 to 2: number 1, C, carries -1.303; number 2, C, carries -0.102



3.
6 unconnected molecules or ions with the total composition C29H32BF40N2O6S at a distorted geometry. Source: OMol25; level of theory: ωB97M-V/def2-TZVPD.

LUMO level, eV: -4.2
HOMO-LUMO gap, eV: 8.7167
Molar mass, g/mol: 1307.4

```
! wB97M-V def2-TZVPD RIJCOSX def2/J DEFGRID3
* xyz 1 1
C 4.21144 -0.74522 -0.49065
C 3.46886 0.47497 -1.14668
S 4.08410 0.85323 -2.87845
C 2.61697 1.72711 -3.64994
C 2.15908 2.92259 -2.71505
N 1.10570 2.80987 -1.99598
B 5.50635 2.07908 -2.83200
N 5.31084 3.54496 -2.95776
O 6.85869 1.63864 -2.71097
H 3.50200 -1.19908 0.25246
H 5.07600 -0.36156 0.09485
H 4.47673 -1.56070 -1.20388
H 2.39889 0.16840 -1.29973
H 3.47699 1.41019 -0.54405
H 1.79954 0.95554 -3.61649
H 2.82057 2.04495 -4.69674
H 2.75142 3.86376 -2.63252
H 0.66612 1.89190 -2.13875
H 6.16436 3.96162 -3.34259
H 5.21376 3.97341 -2.03238
H 7.01420 1.26574 -1.82938
C -3.38237 -1.14732 -1.44452
C -1.87120 -0.97733 -1.14588
C -1.08316 -0.01199 -2.03570
F -1.06243 -0.37891 -3.32302
F 0.22996 0.02778 -1.63335
F -1.28714 -2.19485 -1.13337
F -1.77531 -0.49949 0.12872
O -3.77573 -2.29416 -2.21506
C -3.74787 -2.23657 -3.61832
C -2.75504 -3.23516 -4.22108
F -1.49699 -3.01105 -3.78738
F -2.73534 -3.12314 -5.56730
F -3.53879 -0.97477 -4.02773
F -4.98687 -2.55929 -4.02994
H -3.85607 -1.31582 -0.47701
H -3.83837 -0.22911 -1.81819
H -1.48523 1.00320 -1.96983
H -3.02718 -4.25883 -3.95670
C -4.77202 2.78886 4.46719
C -4.27781 4.02003 3.66845
C -5.15230 4.50565 2.50798
F -5.29015 3.58805 1.53524
F -4.58554 5.59147 1.92770
F -3.01256 3.78837 3.24963
F -4.20066 5.04760 4.55772
O -4.20746 1.50381 4.15088
C -4.75736 0.73413 3.11765
C -3.76664 0.49881 1.97377
F -3.35203 1.65407 1.42548
F -4.35200 -0.22129 0.98010
F -5.91668 1.26953 2.70973
F -5.07484 -0.45664 3.66794
H -4.44383 2.96211 5.49376
H -5.86053 2.74565 4.52742
H -6.14680 4.79380 2.85941
H -2.88560 -0.04074 2.32539
C -7.82449 -1.54286 4.65459
C -8.48807 -2.93532 4.51768
C -9.69212 -3.05471 3.57772
F -10.73101 -2.29571 3.95743
F -10.14032 -4.33360 3.56450
F -8.79851 -3.39202 5.75001
F -7.52563 -3.77192 4.03394
O -8.17653 -0.74102 5.79425
C -9.31371 0.08088 5.74791
C -10.36955 -0.32634 6.78069
F -10.78727 -1.59030 6.59335
F -11.45634 0.47090 6.67854
F -9.79410 0.13815 4.49763
F -8.88365 1.32825 6.03678
H -6.76258 -1.74128 4.80325
H -7.87140 -0.96923 3.72778
H -9.41893 -2.78473 2.55363
H -9.96960 -0.24860 7.79388
C 8.39403 0.48662 -7.76594
C 7.77163 -0.91990 -7.94512
C 6.70656 -1.08723 -9.03335
F 5.61501 -0.33119 -8.81804
F 6.27884 -2.37147 -9.06399
F 7.30331 -1.34414 -6.74804
F 8.79658 -1.75307 -8.26813
O 7.88606 1.32141 -6.70891
C 6.76288 2.12678 -6.93279
C 5.58418 1.73381 -6.03690
F 5.20393 0.46234 -6.23225
F 4.50556 2.50940 -6.29733
F 6.44711 2.14136 -8.23074
F 7.13368 3.38567 -6.62420
H 9.42926 0.30703 -7.47000
H 8.46530 1.03032 -8.70873
H 7.11081 -0.84441 -10.01981
H 5.84855 1.84512 -4.97948
C 5.84690 -1.45249 5.51246
C 6.50350 -1.69635 4.13152
C 6.16183 -0.71527 3.00639
F 4.85412 -0.71372 2.69103
F 6.82474 -1.05946 1.86934
F 6.25344 -2.96619 3.74717
F 7.84848 -1.61613 4.32499
O 4.68509 -2.22419 5.85404
C 3.41299 -1.78409 5.45545
C 2.73310 -2.76459 4.49428
F 3.45843 -2.94929 3.37281
F 1.52640 -2.28602 4.11011
F 3.48397 -0.53442 4.96799
F 2.67694 -1.70237 6.57869
H 6.58965 -1.77592 6.24411
H 5.69873 -0.39117 5.71773
H 6.45822 0.30377 3.26922
H 2.59129 -3.73697 4.96975
*
```

Atomic partial charges in e from the Mulliken method, atoms 1 to 2: number 1, C, carries -1.093; number 2, C, carries 0.308